Record 1
The following is a quantum chemistry calculation of a cluster of 3 separate species, C4H11N2O2 in total in a non-equilibrium geometry, from the Open Molecules 2025 dataset.

```
19
C4H11N2O2 | the Open Molecules 2025 dataset | ωB97M-V/def2-TZVPD
C -1.16848 0.77741 -2.36110
C -0.34993 -0.05725 -1.46541
C -0.37905 -1.46285 -1.13370
N 0.48772 -1.57754 -0.07993
C 0.96517 -0.35392 0.34686
N 0.57058 0.59988 -0.49396
H -0.77438 1.71636 -2.79662
H -1.97081 1.02271 -1.63178
H -1.49124 0.37158 -3.31110
H -1.12540 -2.12002 -1.45404
H 0.62125 -2.46487 0.37741
H 1.55614 -0.34777 1.31669
H 0.83993 1.58124 -0.61648
H -0.19066 -3.41322 3.12394
H 0.19296 -2.22631 4.02656
O -0.02201 -2.51736 3.22043
H 0.07679 3.53097 1.40478
H 1.54242 3.59376 0.80157
O 0.61898 3.34720 0.72588
```

Calculated values
* energy relative to the best compared isomer or geometry (same formula, charge and spin): 169.2 kJ/mol
* charge: +1
* HOMO-LUMO gap: 10.37 eV
* total energy: -418.73537 a.u.
* 2S+1: 1
* lowest unoccupied orbital energy: -2.92 eV
* F_max: 6.320 eV Å⁻¹
* HOMO energy: -13.3 eV

---

Record 2
The following is a quantum chemistry calculation of a cluster of 5 separate species, C22H43F2N2O12PS3 in total in a non-equilibrium geometry, from the Open Molecules 2025 dataset.

```
85
C22H43F2N2O12PS3 | the Open Molecules 2025 dataset | ωB97M-V/def2-TZVPD
O -3.42449 -2.35605 4.82054
C -2.98072 -1.66866 3.76586
O -3.49342 -0.40350 3.16845
C -2.64340 0.24710 2.16065
C -3.53084 0.04058 0.75976
C -4.09652 -1.48717 0.56473
C -4.99851 -1.64215 -0.82879
S -6.45201 -0.46241 -0.91583
C -7.32302 -0.36002 0.78100
S -7.74404 -1.80802 1.59132
N -7.60948 1.04443 1.27201
C -8.91931 1.77369 1.08222
C -8.78029 3.30183 1.71994
N -7.36712 3.43628 2.32180
C -6.76930 2.06195 2.01216
C -2.44601 1.87345 2.17153
P -2.37233 2.68544 3.89286
O -3.03414 4.14687 3.72675
O -3.28798 1.89169 5.14127
O -0.71136 3.01597 4.42636
C -1.26958 -0.68951 2.32388
C -0.53801 -1.17047 0.91951
C 0.47301 -0.04409 0.27328
C 0.27503 0.21363 -1.33406
F 1.63489 0.32157 -1.92703
S -0.06457 -0.28740 3.70299
O 0.72272 -1.62574 3.98890
O 1.01605 0.76268 3.34193
F -0.80685 0.13141 5.20414
O -1.85684 -1.97748 2.82328
H -4.48215 0.74390 0.88626
H -2.91298 0.44877 -0.17143
H -3.24058 -2.31323 0.57289
H -4.84043 -1.81316 1.43730
H -5.45707 -2.73995 -0.78297
H -4.32054 -1.57894 -1.78365
H -9.89426 1.36758 0.57071
H -9.61702 4.14613 1.70756
H -5.66826 1.84270 2.35569
H -1.39099 2.08259 1.65453
H -3.23234 2.44020 1.47477
H -4.27748 1.92161 4.95704
H -0.17486 3.26381 3.59516
H -1.28768 -1.48088 0.07390
H 0.08199 -2.14479 1.18530
H 1.57405 -0.45571 0.44641
H 0.38184 1.01026 0.80990
H -0.31970 -0.62293 -1.89694
H -0.22963 1.28447 -1.48140
C 4.70598 -0.80383 -3.70621
C 4.84938 -0.02341 -4.99634
O 3.66850 0.72511 -5.24433
H 3.84755 -1.48133 -3.75978
H 5.60659 -1.39002 -3.50290
H 4.52670 -0.12884 -2.86297
H 5.00636 -0.70283 -5.83940
H 5.69790 0.66581 -4.94596
H 3.54267 1.33124 -4.49414
C 3.20560 4.43797 -1.93240
C 2.19297 4.33295 -0.81098
O 1.00787 3.71016 -1.28422
H 2.79647 5.01617 -2.76731
H 4.12363 4.92020 -1.58495
H 3.45456 3.44617 -2.32374
H 1.93049 5.32734 -0.43773
H 2.58976 3.74518 0.02247
H 1.25027 2.82473 -1.60557
C 4.58257 -1.83373 4.33682
C 4.52025 -3.05343 5.23264
O 3.42448 -2.94167 6.12879
H 4.68977 -0.92257 4.93438
H 5.42501 -1.90226 3.64280
H 3.65793 -1.72913 3.75985
H 5.43687 -3.14184 5.82341
H 4.40003 -3.96762 4.64328
H 2.61472 -2.87225 5.59448
C 6.38257 -2.89952 -8.40528
C 6.32025 -4.11921 -7.50946
O 5.22448 -4.00746 -6.61332
H 6.48977 -1.98836 -7.80772
H 7.22501 -2.96805 -9.09930
H 5.45793 -2.79492 -8.98225
H 7.23687 -4.20763 -6.91870
H 6.20003 -5.03341 -8.09883
H 4.41472 -3.93803 -7.14762
```

Calculated values
* structure (SMILES): O=C1O[C@@](CCCSC(=S)n2ccnc2)(CP(=O)(O)O)[C@@](CCCF)(S(=O)(=O)F)O1.CCO.CCO.CCO.CCO
* charge: 0
* HOMO-LUMO gap: 6.61 eV
* total energy: -3611.56688 a.u.
* 2S+1: 1
* lowest unoccupied orbital energy: -2.10 eV
* F_max: 10.312 eV Å⁻¹
* HOMO energy: -8.7 eV